1.
A 8-piece molecular cluster, C44H48O18 overall in a non-equilibrium geometry, computed with wB97M-V/def2-TZVPD.

Energy above the lowest of the compared OMol25 structures with the same formula, charge and spin = 1.3793 eV
LUMO = 0.34 eV
Calculated total energy = -3059.7409 Ha
HOMO energy = -7.971 eV
Structure (SMILES) = C[C@H]1COC(=O)O1.C[C@H]1COC(=O)O1.Oc1ccc(O)cc1.Oc1ccc(O)cc1.Oc1ccc(O)cc1.Oc1ccc(O)cc1.Oc1ccc(O)cc1.Oc1ccc(O)cc1

Last column: Löwdin charge in e.
Positions of all 110 atoms, in Å:
C1 1.4597 -3.2796 3.7952  0.0181
H1 -3.4911 3.4082 -1.5776  0.1598
C2 -2.3508 1.6377 3.7566  -0.0399
O1 -3.7049 -0.4414 -2.8541  0.0270
H2 3.1100 1.1678 -4.3713  0.1149
O2 3.2401 -4.1275 2.4520  0.0001
O3 -2.0693 -0.5246 2.8207  -0.0299
C3 1.2181 2.6830 -6.8044  -0.3790
O4 2.8328 0.0265 3.5384  0.0860
C4 3.5323 -0.6815 2.5955  -0.5332
H3 -2.8704 -4.6924 -1.4365  0.1237
H4 -3.7903 5.8967 -1.9885  0.1317
C5 -0.7674 -3.3626 2.8453  -0.3555
O5 0.7617 3.8685 -7.1369  0.0686
H5 1.4666 -4.5659 0.6007  0.1295
C6 0.0123 0.2712 -2.4830  0.0308
H6 -2.4563 0.3508 1.0919  0.0387
C7 -1.0814 0.6966 -1.7128  -0.0334
O6 3.2367 -0.2642 1.4147  0.0918
C8 0.6681 -1.1292 -0.6735  -0.0168
H7 -4.5016 -0.9606 4.0207  0.1245
C9 -4.8299 1.0077 4.7625  -0.0069
H8 2.1417 3.3577 -5.0273  0.0951
H9 -4.8731 -2.0043 1.2233  0.1192
H10 -2.5067 3.5862 4.4559  0.1348
H11 1.1959 -0.5930 -7.7897  0.1360
C10 -1.2036 0.2463 -0.3989  -0.2789
H12 -5.7678 2.8252 5.9880  0.1108
O7 -2.1036 -3.2916 3.1439  0.0167
O8 2.6619 -1.0831 -5.6869  0.0055
C11 -4.0915 0.0623 4.0174  -0.0040
C12 0.8534 -0.7610 -2.0046  -0.2850
C13 -0.2703 -0.6121 0.2002  0.0027
H13 2.8232 2.6706 3.9857  0.1044
H14 -0.3981 -2.4035 4.6784  0.1362
H15 3.6503 -3.6203 -1.3252  0.1167
C14 -3.7861 -3.4545 -0.0156  -0.3146
C15 5.4240 -1.1575 -2.1347  -0.0181
C16 6.6066 -0.6342 -1.7016  -0.0178
O9 8.2025 -0.4047 0.1183  0.0229
C17 -3.1998 -2.7371 -2.2389  0.0359
H16 -0.9594 -4.0991 0.8100  0.1149
C18 0.9783 1.5747 -7.5954  -0.0186
C19 -2.8692 0.4307 3.4682  -0.3201
C20 6.4877 -1.9588 0.3735  -0.0124
C21 -3.5200 4.1005 -0.7057  -0.3104
H17 7.0475 0.2014 -2.2816  0.1250
C22 -3.6966 -1.4831 -1.9095  -0.3133
C23 -0.2943 -3.8333 1.6336  -0.0132
H18 3.7259 -3.3448 2.8430  0.0819
C24 0.0710 -3.0091 3.8675  -0.0111
C25 1.8227 2.2142 3.6974  -0.0263
C26 -4.4007 3.5443 0.3072  -0.0498
C27 -1.6569 5.1972 0.1191  -0.6091
H19 4.9520 -0.8471 -3.0571  0.1186
C28 2.1959 0.1773 -6.0681  -0.3375
C29 2.8130 1.1172 1.5357  -0.0284
C30 1.4527 0.3255 -7.2059  -0.0237
O10 -0.6481 5.4180 0.6210  0.1958
H20 -2.9081 -3.1189 -3.2090  0.1219
C31 -3.2849 -3.7136 -1.2178  -0.0438
H21 6.9563 -2.1435 1.3260  0.1240
H22 -5.4941 3.6405 -0.0504  0.1261
H23 2.2397 1.4845 0.7185  0.1307
H24 0.0950 0.6717 -3.4757  0.1082
H25 -3.8976 -5.3221 0.7583  0.1109
C32 -4.3476 -2.2013 0.2867  0.0282
H26 -1.3920 1.8130 3.3683  0.1063
C33 -4.3349 -1.2323 -0.7362  -0.0131
H27 0.5688 1.7522 -8.6237  0.1336
O11 -3.6279 -4.4358 0.9944  -0.0080
H28 1.3137 3.0181 3.1143  0.0989
H29 2.1110 -2.9918 4.6338  0.1314
C34 1.9059 2.4885 -5.5853  -0.0104
H30 2.3862 -1.2811 -4.7796  0.0628
C35 -4.2703 2.3010 4.9012  -0.2955
H31 -0.4426 -1.0348 1.1761  0.0936
O12 3.8336 -2.8562 -1.8845  0.0193
O13 4.3305 -1.5796 2.9012  0.0938
O14 -2.2400 0.8229 0.3067  0.0260
H32 1.3326 1.9904 4.6723  0.0952
C36 1.9113 -3.8643 2.6022  -0.3476
H33 -2.6360 -3.6543 2.4318  0.0622
H34 3.7018 1.7475 1.6574  0.1476
C37 5.3327 -2.5780 -0.0927  0.0049
O15 -4.9179 3.2478 5.7062  0.0122
H35 1.0574 0.5651 2.6035  0.1428
H36 -4.4632 6.0172 -0.3476  0.1281
H37 -2.8513 -0.0607 -2.8201  0.0300
C38 -3.0171 2.6188 4.4179  -0.0037
H38 1.1468 4.5726 -6.5933  0.1197
H39 2.4108 -1.7771 -2.3469  0.0526
O16 1.8666 -1.1487 -2.8125  0.0367
C39 7.0897 -1.0093 -0.4220  -0.3154
O17 -2.3963 6.2505 -0.4685  0.0437
C40 1.0671 -4.1269 1.5403  -0.0185
H40 8.4366 0.3686 -0.4288  0.1072
C41 -3.6137 5.6293 -0.9339  -0.0965
H41 -4.7171 -0.2356 -0.6069  0.1197
H42 4.6429 -3.1948 0.5213  0.1162
H43 -5.7982 0.7717 5.2503  0.1219
H44 -4.3233 4.1293 1.2222  0.0911
O18 -2.1573 4.0187 -0.1561  0.0742
H45 -1.6007 1.5304 -2.0324  0.0932
H46 -4.0717 2.4669 0.5009  0.0986
C42 4.8583 -2.1557 -1.3491  -0.3239
H47 -2.1832 -1.3793 3.3364  0.0956
H48 1.3925 -1.7566 -0.1814  0.1002
C43 2.4703 1.2482 -5.2391  -0.0197
C44 2.0435 0.9848 2.8490  -0.3444



2.
A 9-piece molecular cluster, C8H36N2O9 overall in a non-equilibrium geometry, computed with wB97M-V/def2-TZVPD.

Energy above the lowest of the compared OMol25 structures with the same formula, charge and spin = 0.0000 eV
LUMO = 0.47 eV
Calculated total energy = -1113.0534 Ha
HOMO energy = -9.452 eV
Structure (SMILES) = COC[C@H](C)N.COC[C@H](C)N.O.O.O.O.O.O.O

Last column: Löwdin charge in e.
Positions of all 55 atoms, in Å:
H1 11.9319 6.8844 4.0372  0.0656
H2 10.6530 8.9881 4.3767  -0.0245
H3 8.0206 9.9278 8.0882  0.0576
N1 11.8893 5.7786 7.3187  0.0399
O1 13.6586 9.0057 6.9149  -0.2596
H4 10.6708 10.2124 5.3640  -0.0003
H5 7.8146 11.1126 9.3837  0.0759
H6 12.1459 7.1346 9.2642  0.0798
H7 10.3668 6.8900 4.1263  0.0099
O2 11.1416 7.4466 3.9467  -0.0632
H8 8.1585 13.7871 4.2276  0.0919
H9 8.8420 4.0322 7.3546  0.0489
H10 6.9289 14.9626 4.8555  0.0845
C1 7.3296 10.6426 8.5547  -0.0735
O3 7.8411 6.9307 8.6011  -0.0640
H11 8.2603 11.6221 6.0273  0.1195
H12 12.1766 10.1793 6.9761  0.0384
H13 6.9959 7.2983 8.8125  0.0326
H14 15.7601 8.9900 6.7976  0.0911
O4 7.9082 8.5039 6.1613  -0.1129
C2 14.8936 9.5497 6.4213  -0.0701
H15 11.5317 5.3103 6.4871  0.0547
H16 11.4014 7.7850 6.4714  0.1177
H17 10.6265 7.8414 8.7025  0.0910
H18 8.4139 14.5151 5.8011  0.0803
C3 11.7416 7.8448 8.5525  -0.0667
H19 11.0662 5.6410 7.9533  0.0650
H20 8.2518 5.3573 7.5854  0.0365
C4 12.0803 7.2635 7.1985  -0.4196
H21 6.1040 12.3506 7.9897  0.1390
C5 7.6828 12.3259 6.6515  -0.1975
O5 11.3633 10.7532 7.0718  -0.0750
H22 14.2086 7.1213 7.4466  0.1204
H23 8.5856 9.1314 5.7894  0.0311
H24 7.0217 8.8797 5.9205  0.0624
C6 13.5369 7.5826 6.7475  -0.1514
C7 7.6281 14.1737 5.1150  -0.0786
H25 5.1985 10.1306 7.3245  0.0990
H26 13.7540 7.3232 5.7330  0.1094
O6 8.7410 6.2115 4.5054  -0.0509
H27 8.2121 7.5405 7.9192  0.0229
H28 8.7059 5.5113 5.1580  0.0047
H29 6.5796 10.0491 9.0556  0.0695
H30 8.4317 12.9621 7.1481  0.1259
O7 6.9157 13.1405 5.8096  -0.2105
N2 5.8995 10.5845 6.7038  0.0321
H31 10.6386 10.1215 7.1569  0.0172
H32 12.1905 8.8183 8.7244  0.0705
H33 5.3632 11.1075 6.0247  0.0787
O8 10.1331 9.6817 4.7693  -0.0599
H34 14.9900 10.5414 6.8700  0.0930
H35 14.8778 9.5907 5.3426  0.0854
H36 8.4156 6.9864 4.9658  0.0035
O9 8.8527 4.8942 6.9509  -0.0637
C8 6.6642 11.5199 7.5390  -0.4037



3.
C3H4O5S as an isolated structure in a non-equilibrium geometry, computed with wB97M-V/def2-TZVPD.

Energy above the lowest of the compared OMol25 structures with the same formula, charge and spin = 1.5240 eV
LUMO = 0.59 eV
Calculated total energy = -891.0172 Ha
HOMO energy = -11.209 eV

Last column: Löwdin charge in e.
Positions of all 13 atoms, in Å:
O1 -1.6320 -0.5976 2.1808  -0.1964
H1 -0.3617 -1.4504 -1.5241  0.1511
C1 0.7401 1.3625 -1.2474  0.0650
S1 -0.3015 -0.8705 1.8016  0.6470
O2 -0.4000 -1.8573 0.5350  -0.1053
H2 1.6038 0.8483 -1.5664  0.0827
H3 -0.0064 1.6543 -1.9400  0.0894
O3 0.3936 0.4580 1.0128  -0.0827
C2 -0.4134 -0.9377 -0.6340  -0.1799
H4 1.0009 2.2349 -0.4742  0.1570
C3 0.0576 0.4025 -0.3537  -0.5710
O4 -1.2494 0.1447 -0.5356  0.1309
O5 0.5684 -1.3916 2.7451  -0.1877